1.
DFT (ωB97M-V/def2-TZVPD) results for a cluster of 13 separate species, C39H104O13 in total in a non-equilibrium geometry.

The calculation puts the orbital gap at 9.95 eV. The energy above the lowest of the compared OMol25 structures with the same formula, charge and spin comes out at 174.3 kJ/mol. The value obtained for the max |F| is 3.01 eV Å⁻¹.

Each line ends with the Löwdin charge.
Element x y z (Å)
C1 -21.78050 -7.27276 12.57995  -0.050
C2 -21.54004 -8.62961 13.24123  -0.454
C3 -20.18330 -8.63671 13.98279  -0.033
O1 -22.54188 -8.93925 14.24694  -0.066
H1 -21.09793 -7.08876 11.73968  0.058
H2 -21.53607 -6.45147 13.22841  0.076
H3 -22.83379 -7.18613 12.35878  0.071
H4 -21.53001 -9.47290 12.53378  0.116
H5 -19.38566 -8.20247 13.36744  0.060
H6 -19.90305 -9.65384 14.20613  0.057
H7 -20.27552 -8.05615 14.88705  0.082
H8 -23.40778 -8.75010 13.84497  0.084
C4 -18.63666 -10.13705 3.80835  -0.068
C5 -18.28790 -10.13301 5.25092  -0.498
C6 -19.00286 -8.94375 5.97205  -0.037
O2 -18.78327 -11.26215 5.93169  -0.094
H9 -19.71707 -10.17807 3.73949  0.080
H10 -18.15106 -11.00551 3.33613  0.083
H11 -18.22593 -9.23455 3.32514  0.093
H12 -17.17388 -10.00160 5.33136  0.151
H13 -18.77916 -9.05918 7.02477  0.027
H14 -20.10492 -8.93083 5.76671  0.096
H15 -18.61402 -8.01339 5.57300  0.077
H16 -18.32766 -12.10274 5.69849  0.041
C7 -19.28068 -5.22302 9.55108  -0.055
C8 -20.49949 -4.35182 9.60053  -0.493
C9 -20.32643 -3.11167 10.53315  -0.042
O3 -20.74579 -3.95672 8.23564  -0.049
H17 -19.51487 -5.96923 8.78882  0.069
H18 -19.28508 -5.70761 10.54143  0.081
H19 -18.38399 -4.70539 9.26912  0.082
H20 -21.34624 -4.93158 9.95717  0.102
H21 -21.18190 -2.42450 10.45448  0.075
H22 -19.45200 -2.56321 10.22829  0.070
H23 -20.24288 -3.35096 11.59613  0.075
H24 -21.54325 -3.45005 8.26516  0.067
C10 -15.57428 -13.56832 9.89636  -0.062
C11 -14.76614 -12.31697 10.16507  -0.441
C12 -13.71415 -12.08546 9.04056  -0.033
O4 -15.67571 -11.17799 10.22105  -0.109
H25 -14.92170 -14.46645 10.00625  0.104
H26 -15.92823 -13.49464 8.84937  0.077
H27 -16.37475 -13.56821 10.62030  0.076
H28 -14.31441 -12.34412 11.18910  0.131
H29 -13.16584 -13.01951 8.88285  0.080
H30 -13.03886 -11.25837 9.32783  0.087
H31 -14.30399 -11.84868 8.17792  0.069
H32 -16.47570 -11.43699 9.69310  0.079
C13 -16.08628 -7.88267 8.04967  -0.044
C14 -14.59767 -8.23739 8.35483  -0.459
C15 -13.76797 -6.95931 8.32508  -0.063
O5 -14.46371 -8.69545 9.71214  -0.096
H33 -16.75905 -8.78886 8.19226  0.073
H34 -16.16125 -7.59074 7.01742  0.064
H35 -16.44434 -7.06519 8.68678  0.071
H36 -14.24400 -8.98144 7.65380  0.124
H37 -13.61239 -6.60575 7.31790  0.070
H38 -12.79864 -7.15257 8.80901  0.082
H39 -14.30020 -6.19266 8.92266  0.086
H40 -14.92341 -9.55781 9.78692  0.038
C16 -22.10915 -12.47566 5.98777  -0.059
C17 -23.44107 -12.76706 5.37878  -0.435
C18 -23.63119 -14.19633 4.97906  -0.052
O6 -24.39009 -12.48064 6.50602  -0.097
H41 -22.04401 -11.44275 6.39845  0.087
H42 -21.32177 -12.50607 5.23693  0.083
H43 -21.87450 -13.18412 6.75369  0.048
H44 -23.65530 -12.05032 4.55649  0.146
H45 -23.61076 -14.89381 5.79514  0.065
H46 -22.90644 -14.43539 4.20837  0.083
H47 -24.62960 -14.19752 4.49431  0.095
H48 -25.28995 -12.47236 6.15294  0.093
C19 -14.59501 -8.74445 13.09799  -0.045
C20 -16.08294 -8.48266 13.17265  -0.461
C21 -16.53137 -7.27887 12.41339  -0.060
O7 -16.81986 -9.63025 12.66703  -0.080
H49 -13.95190 -7.90490 13.41964  0.096
H50 -14.18027 -8.99477 12.14098  0.057
H51 -14.41207 -9.61935 13.76239  0.077
H52 -16.30143 -8.27172 14.23396  0.143
H53 -16.44301 -7.46497 11.35464  0.065
H54 -16.09879 -6.33212 12.65426  0.077
H55 -17.61757 -7.10913 12.51413  0.063
H56 -16.25937 -9.91912 11.89982  0.076
C22 -22.26038 -15.63501 8.90576  -0.046
C23 -23.55296 -14.93016 9.27753  -0.482
C24 -23.39578 -13.57286 9.89787  -0.040
O8 -24.37634 -14.87406 8.08634  -0.070
H57 -22.45518 -16.65791 8.58375  0.082
H58 -21.53656 -15.59653 9.74921  0.088
H59 -21.87036 -15.05957 8.05415  0.056
H60 -24.07175 -15.55635 9.97174  0.123
H61 -22.68852 -13.01351 9.34288  0.057
H62 -22.89590 -13.72427 10.84948  0.068
H63 -24.35431 -13.05902 9.97237  0.097
H64 -24.18997 -13.98589 7.76506  0.023
C25 -20.25544 -12.67456 13.77173  -0.058
C26 -20.18678 -14.12456 14.11197  -0.437
C27 -21.45015 -14.84473 13.61272  -0.048
O9 -19.03500 -14.73821 13.39999  -0.066
H65 -21.22469 -12.24873 14.04551  0.094
H66 -20.08020 -12.63123 12.72007  0.050
H67 -19.43377 -12.09964 14.22375  0.075
H68 -20.07775 -14.44288 15.14258  0.129
H69 -22.37115 -14.46767 13.99339  0.073
H70 -21.33541 -15.91214 13.69126  0.077
H71 -21.41762 -14.60678 12.57512  0.045
H72 -18.32339 -14.13642 13.55854  0.015
C28 -15.20475 -12.20853 15.18509  -0.044
C29 -15.59767 -12.60075 13.76901  -0.523
C30 -15.27973 -14.00050 13.40765  -0.045
O10 -16.98616 -12.41807 13.58598  -0.062
H73 -15.67050 -12.97737 15.82721  0.096
H74 -15.58333 -11.21990 15.34128  0.064
H75 -14.13204 -12.18072 15.34812  0.080
H76 -15.08031 -11.85473 13.10826  0.120
H77 -15.29042 -14.20240 12.35294  0.042
H78 -15.89728 -14.74282 13.93550  0.096
H79 -14.25854 -14.18580 13.83371  0.104
H80 -17.15992 -11.49600 13.39371  0.049
C31 -17.42477 -15.72137 6.73166  -0.049
C32 -18.41785 -14.65463 6.29053  -0.425
C33 -18.98854 -13.89522 7.54771  -0.025
O11 -17.82966 -13.63276 5.47464  -0.086
H81 -16.66508 -15.35377 7.42550  0.070
H82 -16.96670 -16.20688 5.85761  0.079
H83 -17.93279 -16.56518 7.22763  0.091
H84 -19.22907 -15.11083 5.72532  0.134
H85 -19.47047 -14.54405 8.26020  0.073
H86 -19.71522 -13.19306 7.20578  0.041
H87 -18.16078 -13.40569 8.00704  0.054
H88 -17.45398 -14.08961 4.65661  0.150
C34 -23.39863 -9.03075 8.03708  -0.057
C35 -23.92598 -7.62230 8.28369  -0.509
C36 -22.77785 -6.62997 8.25008  -0.063
O12 -24.81512 -7.20393 7.26915  -0.053
H89 -22.73332 -9.54385 8.75870  0.079
H90 -22.99250 -9.11403 7.03056  0.077
H91 -24.23691 -9.70683 8.08473  0.061
H92 -24.44570 -7.54141 9.26590  0.141
H93 -22.35786 -6.71125 7.24419  0.087
H94 -21.99509 -6.89380 8.94576  0.053
H95 -23.09897 -5.54140 8.26241  0.101
H96 -25.64461 -7.73120 7.29376  0.109
C37 -19.66363 -11.35157 10.47501  -0.057
C38 -19.45984 -10.42882 9.36241  -0.441
C39 -19.60211 -8.94026 9.68503  -0.040
O13 -18.13817 -10.71038 8.75990  -0.099
H97 -20.60385 -11.07396 10.97111  0.083
H98 -18.83340 -11.33664 11.15528  0.073
H99 -19.70250 -12.38698 10.08421  0.091
H100 -20.19444 -10.63463 8.52367  0.145
H101 -19.51203 -8.31130 8.83654  0.035
H102 -18.89392 -8.61023 10.47065  0.088
H103 -20.59852 -8.67227 10.10409  0.068
H104 -18.32043 -11.06194 7.87250  0.045

2.
DFT (ωB97M-V/def2-TZVPD) results for a structure of composition C45H45ClF5N3O4SSeSiW in a non-equilibrium geometry.

As for the expectation value of S²: 2.023. The calculation puts the orbital gap (alpha / beta) at 5.49 / 6.52 eV. The value obtained for the max |F| is 1.80 eV Å⁻¹. As for the spin multiplicity: 3.

Each line ends with the Löwdin charge.
Element x y z (Å)
W1 0.44319 -0.42047 0.08370  1.669
Cl1 3.55316 -6.59137 -2.82227  0.672
C1 3.05013 -5.08838 -2.11848  -0.660
C2 3.95119 -4.38391 -1.31135  -0.072
C3 3.59564 -3.18318 -0.74024  0.023
C4 2.30958 -2.67475 -0.97661  -0.303
O1 1.96190 -1.51147 -0.47277  -0.324
C5 1.41590 -3.38049 -1.78084  -0.122
C6 0.14048 -2.78815 -2.05715  -0.033
N1 -0.31444 -1.66483 -1.60387  -0.001
C7 -1.57963 -1.28196 -2.13024  -0.268
C8 -1.95617 -1.53405 -3.43397  -0.047
C9 -3.25550 -1.23322 -3.80293  -0.068
C10 -4.12684 -0.75403 -2.83812  -0.027
C11 -3.74610 -0.47589 -1.52834  -0.126
C12 -4.82032 -0.06750 -0.55122  -0.272
C13 -3.25536 1.51390 0.73536  -0.259
C14 -2.46882 0.27046 1.00632  -0.096
N2 -1.74722 -0.37091 0.01763  -0.126
C15 -2.39356 -0.66247 -1.18910  -0.236
C16 1.79055 -4.59970 -2.36017  -0.037
H1 4.93739 -4.79771 -1.14922  0.112
H2 4.28044 -2.61866 -0.12143  0.121
H3 -0.50661 -3.35451 -2.72387  0.140
H4 -1.23828 -1.90481 -4.15246  0.120
H5 -3.59032 -1.38474 -4.81882  0.105
H6 -5.15992 -0.56859 -3.10806  0.117
H7 -5.74374 -0.00126 -1.13865  0.135
H8 -3.46093 1.97419 1.70528  0.133
H9 -2.11734 0.08937 2.00984  0.097
H10 1.10707 -5.14282 -2.99932  0.121
C17 -0.88943 2.49055 2.86817  -0.019
C18 0.25721 1.50844 2.68808  -0.568
C19 0.21088 0.44961 3.78177  -0.009
C20 1.58668 2.25103 2.65831  -0.023
O2 0.09679 0.80332 1.40388  -0.406
Si1 -1.13415 2.33578 -0.93318  -0.064
S1 -1.20585 1.88490 -2.81694  0.441
O3 -2.40956 2.45068 0.06070  -0.164
C21 -4.63063 1.34627 0.02752  -0.441
C22 -5.05810 -1.19184 0.46248  -0.033
C23 -5.72657 1.62219 1.06146  -0.045
C24 -4.78492 2.36117 -1.10993  -0.026
O4 -0.05236 3.35334 -0.28279  -0.281
C25 0.14713 4.75470 -0.61141  -0.635
C26 0.80966 5.36858 0.61348  -0.022
C27 -1.19967 5.40611 -0.88418  -0.035
C28 1.05823 4.85578 -1.82462  -0.043
H11 -0.66090 3.10991 3.73659  0.098
H12 -1.82788 1.97953 3.06922  0.076
H13 -1.00624 3.12996 1.99836  0.072
H14 0.16686 0.95894 4.74683  0.100
H15 1.09307 -0.18346 3.76359  0.069
H16 -0.67384 -0.18055 3.68757  0.087
H17 1.52498 3.13065 3.29971  0.094
H18 1.81540 2.59075 1.64943  0.039
H19 2.40266 1.62903 3.01460  0.065
H20 -4.23030 -1.31676 1.16362  0.072
H21 -5.18160 -2.13406 -0.07398  0.089
H22 -5.96550 -1.02259 1.04160  0.074
H23 -5.62448 0.99769 1.94993  0.084
H24 -6.71422 1.43975 0.63358  0.093
H25 -5.68768 2.66447 1.38384  0.091
H26 -4.07486 2.18407 -1.91786  0.059
H27 -4.63356 3.37928 -0.75129  0.091
H28 -5.79739 2.29158 -1.51348  0.094
H29 0.17912 5.24602 1.49490  0.083
H30 0.98371 6.43369 0.45865  0.091
H31 1.76882 4.88605 0.80088  0.083
H32 -1.87926 5.25721 -0.04406  0.090
H33 -1.65925 4.98878 -1.78308  0.080
H34 -1.06773 6.47719 -1.03988  0.094
H35 2.03750 4.43140 -1.60613  0.060
H36 1.18261 5.90322 -2.10393  0.092
H37 0.63292 4.31336 -2.66871  0.066
C29 4.79498 -0.77608 2.33422  -0.042
C30 4.69035 -2.05919 2.84766  -0.056
C31 3.46012 -2.69200 2.84650  -0.007
C32 2.34803 -2.01777 2.33802  -0.244
N3 2.46695 -0.78426 1.84175  0.063
C33 3.65126 -0.17974 1.83574  -0.149
C34 1.00825 -2.63857 2.25419  -0.183
C35 0.71434 -3.70940 3.10483  -0.038
C36 -0.48516 -4.38575 3.01752  -0.080
C37 -1.40144 -4.00449 2.05221  -0.076
C38 -1.13371 -2.92057 1.22655  -0.096
C39 0.05540 -2.18192 1.32162  -0.161
H38 5.73929 -0.25192 2.30173  0.111
H39 5.56266 -2.57461 3.22728  0.110
H40 3.36953 -3.70697 3.20192  0.108
H41 3.66978 0.80478 1.38459  0.067
H42 1.43140 -4.00704 3.85872  0.104
H43 -0.69871 -5.20415 3.69229  0.104
H44 -2.33898 -4.53595 1.94441  0.104
H45 -1.88347 -2.64394 0.49939  0.085
F1 5.84264 -2.10308 -4.15100  0.129
C40 5.02994 -1.30784 -3.45726  -0.142
C41 5.51119 -0.56400 -2.38905  -0.146
F2 6.80191 -0.63997 -2.05229  0.118
C42 4.64255 0.24014 -1.66859  -0.245
F3 5.17466 0.91936 -0.64100  0.069
C43 3.28857 0.33646 -1.96574  -0.458
Se1 2.14701 1.45106 -0.92809  0.855
C44 2.85044 -0.39552 -3.05069  -0.256
F4 1.56125 -0.35845 -3.41886  0.075
C45 3.68966 -1.21694 -3.78656  -0.143
F5 3.20550 -1.93549 -4.80397  0.122

3.
DFT (ωB97M-V/def2-TZVPD) results for a cluster of 2 separate species, C11H19BrClF3NO5P2 in total in a non-equilibrium geometry.

The calculation puts the orbital gap at 6.58 eV. The charge is +1. The value obtained for the max |F| is 4.77 eV Å⁻¹.

Each line ends with the Löwdin charge.
Element x y z (Å)
O1 1.55239 -0.76410 3.28918  -0.341
P1 1.92598 -1.55270 1.91400  0.544
Br1 1.58769 -0.12973 0.26274  0.437
C1 0.55701 -2.85831 1.69379  -0.397
N1 1.25960 -4.11754 2.01665  0.066
C2 1.05951 -4.42244 3.25738  -0.659
Cl1 1.79857 -5.78283 3.89628  0.893
C3 0.13775 -3.47481 3.96346  -0.078
C4 -0.58033 -2.90779 2.71717  -0.296
C5 -1.49771 -1.68041 2.81700  -0.126
C6 -2.77912 -1.96543 2.02045  -0.123
C7 -3.77091 -0.85075 2.15713  -0.214
F1 -3.30302 0.41122 2.20109  0.084
C8 -5.08579 -1.09058 2.21757  -0.321
F2 -5.63504 -1.96744 1.41107  0.169
F3 -5.91547 -0.56875 3.07775  0.183
H1 2.32170 -0.81553 3.87319  0.066
H2 0.13673 -2.77634 0.69355  0.119
H3 1.84892 -4.61791 1.36177  0.179
H4 0.63293 -2.73593 4.59078  0.135
H5 -0.50887 -4.08263 4.59765  0.140
H6 -1.22665 -3.73502 2.39933  0.145
H7 -0.98775 -0.86530 2.29945  0.102
H8 -1.70179 -1.39979 3.84722  0.139
H9 -2.52235 -2.23270 0.98828  0.130
H10 -3.23334 -2.85531 2.46053  0.126
C9 -0.57965 2.41378 -4.21180  -0.095
O2 0.83746 2.25602 -4.42182  -0.220
P2 1.80803 3.53475 -4.14550  0.435
O3 3.09273 3.16974 -4.75872  -0.232
O4 1.77833 3.41208 -2.53296  -0.242
C10 2.51796 2.35329 -1.94564  -0.144
O5 1.70496 5.12601 -4.06429  -0.206
C11 1.84326 5.85604 -5.30427  -0.081
H11 -1.04830 1.45210 -4.40178  0.086
H12 -0.78640 2.71737 -3.18302  0.087
H13 -0.99575 3.14728 -4.90188  0.086
H14 3.26526 1.94942 -2.62909  0.088
H15 1.84150 1.54832 -1.64085  -0.024
H16 3.01893 2.74290 -1.06045  0.090
H17 1.31447 5.36958 -6.12187  0.087
H18 2.89818 5.94643 -5.55167  0.093
H19 1.41835 6.84372 -5.14889  0.089

4.
DFT (ωB97M-V/def2-TZVPD) results for a cluster of 2 separate species, C4H4OS2 in total in a non-equilibrium geometry.

The calculation puts the orbital gap (alpha / beta) at 7.09 / 5.93 eV. The energy above the lowest of the compared OMol25 structures with the same formula, charge and spin comes out at 265.4 kJ/mol. The value obtained for the max |F| is 2.70 eV Å⁻¹.

Each line ends with the Löwdin charge.
Element x y z (Å)
C1 -0.69468 -0.53312 -0.51422  -0.046
C2 0.11567 0.18852 0.35753  -0.150
C3 -1.88327 -0.73728 0.16732  -0.087
C4 -0.60356 0.41484 1.53084  -0.802
O1 -1.89570 -0.15461 1.39572  -0.026
S1 1.75878 2.90830 0.00191  0.422
S2 -0.08983 1.11939 2.94848  0.729
H1 -0.41154 -0.83836 -1.58761  0.147
H2 1.05886 0.47766 0.11192  0.010
H3 -2.84290 -1.02981 -0.18566  0.120
H4 2.77958 2.12149 -0.04185  -0.317